[1]
{
  "formula": "C4H10O2",
  "method": "ωB97M-V/def2-TZVPD",
  "smiles": "O=CO.CCC",
  "energy_ev": -8404.990,
  "de_lowest_kcal_mol": 12.85,
  "e_lumo_ev": 0.501,
  "spin_multiplicity": 1,
  "symbols": ["O", "C", "O", "H", "H", "C", "C", "C", "H", "H", "H", "H", "H", "H", "H", "H"],
  "positions_angstrom": [[-2.169, 2.337, -0.037], [-1.302, 2.388, -0.850], [-0.816, 1.287, -1.448], [-0.865, 3.334, -1.196], [-0.003, 1.482, -1.928], [1.244, -0.118, 1.010], [0.844, -1.259, 0.092], [-0.601, -1.710, 0.284], [1.462, -0.413, 2.032], [2.171, 0.342, 0.644], [0.511, 0.685, 0.998], [0.953, -0.915, -0.932], [1.541, -2.082, 0.255], [-0.842, -2.674, -0.161], [-1.259, -0.933, -0.103], [-0.870, -1.752, 1.338]],
  "lowdin_charge": [0.09, -0.40, 0.07, 0.14, 0.11, -0.13, -0.32, -0.12, 0.07, 0.07, 0.06, 0.08, 0.10, 0.07, 0.05, 0.07]
}



[2]
{
  "formula": "C4H10O2",
  "method": "ωB97M-V/def2-TZVPD",
  "smiles": "C/C=C(/C)O.O",
  "energy_ev": -8404.675,
  "de_lowest_kcal_mol": 20.11,
  "e_lumo_ev": 0.489,
  "spin_multiplicity": 1,
  "symbols": ["C", "C", "C", "C", "O", "H", "H", "H", "H", "H", "H", "H", "H", "O", "H", "H"],
  "positions_angstrom": [[0.094, 0.226, -1.735], [-0.944, 0.619, -0.720], [-0.890, 0.144, 0.551], [-1.887, 0.476, 1.599], [0.140, -0.575, 1.066], [-0.299, 0.200, -2.754], [0.523, -0.734, -1.478], [0.882, 0.985, -1.828], [-1.846, 1.126, -1.025], [-2.136, -0.411, 2.179], [-2.808, 0.877, 1.175], [-1.486, 1.269, 2.233], [0.927, -0.599, 0.496], [2.888, -1.023, 0.068], [3.410, -1.316, 0.832], [3.434, -1.266, -0.658]],
  "lowdin_charge": [-0.11, -0.11, -0.42, -0.04, 0.03, 0.07, 0.06, 0.08, 0.09, 0.08, 0.08, 0.09, 0.05, -0.03, 0.07, 0.03]
}



[3]
{
  "formula": "C4H10O2",
  "method": "ωB97M-V/def2-TZVPD",
  "smiles": "COC(C)OC",
  "energy_ev": -8398.543,
  "de_lowest_kcal_mol": 161.53,
  "e_lumo_ev": 0.966,
  "spin_multiplicity": 1,
  "symbols": ["C", "O", "C", "C", "O", "C", "H", "H", "H", "H", "H", "H", "H", "H", "H", "H"],
  "positions_angstrom": [[1.700, -0.508, 1.489], [0.792, -1.286, 0.647], [-0.189, -0.461, 0.005], [-1.061, -1.270, -0.774], [0.384, 0.511, -0.789], [-0.434, 1.636, -0.952], [0.894, -0.112, 2.404], [2.123, 0.559, 1.059], [2.429, -1.202, 1.877], [-0.675, 0.322, 0.915], [-1.933, -1.163, -0.286], [-1.238, -0.922, -1.514], [-0.597, -2.201, -0.846], [-0.648, 2.298, -0.252], [-0.059, 2.699, -1.620], [-1.486, 1.100, -1.364]],
  "lowdin_charge": [-0.09, -0.15, -0.49, 0.02, -0.15, -0.12, 0.14, 0.13, 0.06, 0.20, 0.09, -0.06, 0.12, -0.01, 0.17, 0.15]
}



[4]
{
  "formula": "C4H10O2",
  "method": "ωB97M-V/def2-TZVPD",
  "energy_ev": -8404.170,
  "de_lowest_kcal_mol": 31.75,
  "e_lumo_ev": 1.022,
  "spin_multiplicity": 1,
  "symbols": ["C", "C", "O", "C", "C", "O", "H", "H", "H", "H", "H", "H", "H", "H", "H", "H"],
  "positions_angstrom": [[0.773, -1.017, -1.028], [-0.065, -0.443, 0.087], [2.229, 1.560, 0.407], [-1.565, -0.749, 0.169], [-1.683, 0.742, 0.490], [-0.369, 0.974, -0.052], [1.816, -0.706, -0.916], [0.730, -2.111, -0.985], [0.399, -0.692, -2.005], [0.434, -0.600, 1.053], [2.401, 1.674, -0.535], [-1.903, -1.477, 0.909], [-1.976, -0.985, -0.817], [-1.702, 0.954, 1.568], [-2.451, 1.333, -0.016], [1.261, 1.650, 0.454]],
  "lowdin_charge": [-0.04, -0.39, -0.07, -0.09, -0.16, -0.14, 0.07, 0.09, 0.09, 0.15, 0.04, 0.11, 0.11, 0.12, 0.12, 0.01]
}



[5]
{
  "formula": "C4H10O2",
  "method": "ωB97M-V/def2-TZVPD",
  "smiles": "OCCO.C=C",
  "energy_ev": -8402.537,
  "de_lowest_kcal_mol": 69.41,
  "e_lumo_ev": 0.814,
  "spin_multiplicity": 1,
  "symbols": ["O", "C", "C", "O", "H", "H", "H", "H", "H", "H", "C", "C", "H", "H", "H", "H"],
  "positions_angstrom": [[0.080, -2.378, -1.307], [0.181, -1.017, -1.499], [-0.894, -0.307, -0.782], [-0.780, -0.920, 0.754], [-0.072, -2.448, -0.352], [1.155, -0.651, -1.168], [0.053, -0.829, -2.562], [-1.885, -0.618, -1.075], [-0.827, 0.774, -0.955], [-1.651, -0.821, 1.185], [0.980, 1.877, 0.784], [0.452, 1.162, 1.735], [0.856, 2.929, 0.827], [1.640, 1.564, -0.004], [-0.018, 1.539, 2.626], [0.729, 0.142, 1.794]],
  "lowdin_charge": [-0.05, -0.32, -0.09, -0.17, 0.08, 0.12, 0.13, 0.11, 0.10, 0.08, -0.09, -0.09, 0.03, 0.05, 0.06, 0.04]
}



[6]
{
  "formula": "C4H10O2",
  "method": "ωB97M-V/def2-TZVPD",
  "smiles": "C/C=C/OC.O",
  "energy_ev": -8403.963,
  "de_lowest_kcal_mol": 36.52,
  "e_lumo_ev": 0.979,
  "spin_multiplicity": 1,
  "symbols": ["C", "C", "C", "O", "C", "H", "H", "H", "H", "H", "H", "H", "H", "O", "H", "H"],
  "positions_angstrom": [[-2.083, 1.015, -0.169], [-0.683, 0.843, 0.346], [0.383, 0.610, -0.419], [1.634, 0.523, 0.109], [2.481, -0.420, -0.518], [-2.800, 0.518, 0.493], [-2.208, 0.587, -1.170], [-2.358, 2.074, -0.222], [-0.524, 0.906, 1.422], [0.313, 0.516, -1.508], [2.136, -1.449, -0.345], [2.550, -0.243, -1.600], [3.469, -0.293, -0.072], [-1.029, -2.095, 0.578], [-0.660, -1.370, 0.054], [-0.760, -1.860, 1.474]],
  "lowdin_charge": [-0.10, -0.16, -0.22, -0.14, -0.09, 0.08, 0.08, 0.07, 0.12, 0.14, 0.09, 0.09, 0.09, -0.07, -0.01, 0.04]
}